C3H5O3Tb as an isolated structure in a non-equilibrium geometry. Source: the OMol25 dataset; level of theory: ωB97M-V/def2-TZVPD.

Geometry as XYZ:
```
12
Properties=species:S:1:pos:R:3
H -3.810 -0.121 -2.536
O 0.616 0.805 2.086
C 0.305 0.425 0.881
C 2.026 0.593 2.320
O -0.827 0.546 0.428
O 1.301 -0.086 0.213
C 2.476 -0.148 1.053
H 2.134 0.002 3.234
H 2.496 1.574 2.440
H 2.708 -1.204 1.225
H 3.297 0.345 0.526
Tb -2.342 0.284 -1.425
```

Values from the calculation:
- ⟨S²⟩: 12.753
- Energy above the lowest of the compared OMol25 structures with the same formula, charge and spin: 29.11 kcal/mol
- Strongest force on any atom: 3.0 eV Å⁻¹
- Charge: +2
- E_LUMO (alpha / beta): -10.7473 / -10.6254 eV
- E_tot: -1166.762454 hartree
- Spin multiplicity: 7
- HOMO level (alpha / beta): -18.79 / -18.79 eV



C3H5O4S3 as an isolated structure in a non-equilibrium geometry. Source: the OMol25 dataset; level of theory: ωB97M-V/def2-TZVPD.

Geometry as XYZ:
```
15
Properties=species:S:1:pos:R:3
C -2.855 1.291 0.569
C 1.106 0.000 0.528
C 0.226 0.802 -0.378
O -3.583 -1.213 -0.200
O -3.572 1.768 -0.207
O -1.265 -1.820 -0.470
O -2.444 -0.389 -2.134
S 0.389 0.617 -2.026
S -0.732 1.989 0.358
S -2.082 -0.621 -0.552
H 2.153 0.138 0.256
H 0.856 -1.056 0.413
H 0.954 0.300 1.561
H -1.684 0.087 -2.508
H -3.565 -2.133 -0.475
```

Values from the calculation:
- Energy above the lowest of the compared OMol25 structures with the same formula, charge and spin: 22.64 kcal/mol
- Strongest force on any atom: 2.8 eV Å⁻¹
- Charge: -1
- E_LUMO: 3.2775 eV
- E_tot: -1612.832148 hartree
- HOMO level: -3.79 eV



C3H5O4Yb as an isolated structure in a non-equilibrium geometry. Source: the OMol25 dataset; level of theory: ωB97M-V/def2-TZVPD.

Geometry as XYZ:
```
13
Properties=species:S:1:pos:R:3
O -1.760 -1.991 -1.423
C -2.189 -1.069 -0.667
O -2.128 -1.044 0.559
O -1.880 0.135 -1.317
H -2.427 0.881 -1.049
C 1.973 0.304 0.355
O 1.740 -0.182 -0.770
C 0.920 0.687 1.319
H 2.945 0.816 0.478
H 1.059 -0.343 1.849
H 0.244 1.392 0.811
H 1.330 1.352 2.094
Yb 0.172 -0.938 -2.240
```

Values from the calculation:
- ⟨S²⟩: 0.761
- Energy above the lowest of the compared OMol25 structures with the same formula, charge and spin: 8.22 kcal/mol
- Strongest force on any atom: 5.4 eV Å⁻¹
- Charge: +2
- E_LUMO (alpha / beta): -9.1085 / -13.1344 eV
- E_tot: -1576.221596 hartree
- Spin multiplicity: 2
- HOMO level (alpha / beta): -18.68 / -18.28 eV



One molecule with the formula C3H5P in a non-equilibrium geometry. Source: the OMol25 dataset; level of theory: ωB97M-V/def2-TZVPD.

Geometry as XYZ:
```
9
Properties=species:S:1:pos:R:3
C -0.343 0.941 -0.523
C 0.373 -0.169 0.461
C 0.237 -1.198 1.264
P -0.045 -2.065 2.627
H 0.514 1.449 -1.083
H -1.037 0.567 -1.385
H -1.025 1.461 0.124
H 1.523 0.008 0.566
H 0.480 -3.236 2.161
```

Values from the calculation:
- SMILES string: CC=C=P
- Energy above the lowest of the compared OMol25 structures with the same formula, charge and spin: 28.87 kcal/mol
- Strongest force on any atom: 3.3 eV Å⁻¹
- Charge: 0
- E_LUMO: 0.3663 eV
- E_tot: -458.535481 hartree
- HOMO level: -8.80 eV



C3H5P as an isolated structure in a non-equilibrium geometry. Source: the OMol25 dataset; level of theory: ωB97M-V/def2-TZVPD.

Geometry as XYZ:
```
9
Properties=species:S:1:pos:R:3
C -0.419 0.611 -0.079
C -2.197 1.309 -0.064
C 1.056 0.659 0.032
P -1.788 -0.413 0.012
H 1.442 -0.341 -0.347
H 1.503 1.401 -0.670
H 1.568 0.822 1.108
H -1.944 -1.457 -0.992
H -1.780 -1.099 1.211
```

Values from the calculation:
- Energy above the lowest of the compared OMol25 structures with the same formula, charge and spin: 125.64 kcal/mol
- Strongest force on any atom: 6.2 eV Å⁻¹
- Charge: 0
- E_LUMO: -0.1929 eV
- E_tot: -458.381278 hartree
- HOMO level: -8.64 eV



C3H6AlO4 as an isolated structure in a non-equilibrium geometry. Source: the OMol25 dataset; level of theory: ωB97M-V/def2-TZVPD.

Geometry as XYZ:
```
14
Properties=species:S:1:pos:R:3
O -0.255 0.404 -0.978
C 0.610 0.182 0.026
O 1.791 0.273 0.020
O -0.184 -0.259 1.016
C 0.403 -0.828 2.207
H 1.197 -1.528 1.929
H 0.793 -0.009 2.818
C 0.246 0.871 -2.249
H 0.745 1.834 -2.099
H 0.935 0.124 -2.652
H -0.633 0.980 -2.886
O -3.416 -0.607 0.118
H -0.434 -1.361 2.694
Al -1.797 -0.074 0.035
```

Values from the calculation:
- ⟨S²⟩: 0.755
- Energy above the lowest of the compared OMol25 structures with the same formula, charge and spin: 23.06 kcal/mol
- Strongest force on any atom: 5.3 eV Å⁻¹
- Charge: +2
- E_LUMO (alpha / beta): -11.4132 / -12.9970 eV
- E_tot: -660.522542 hartree
- Spin multiplicity: 2
- HOMO level (alpha / beta): -22.16 / -22.16 eV



A 2-piece molecular cluster, C3H6BClO2 overall in a non-equilibrium geometry. Source: the OMol25 dataset; level of theory: ωB97M-V/def2-TZVPD.

Geometry as XYZ:
```
13
Properties=species:S:1:pos:R:3
C -1.625 -0.225 0.533
C -0.264 -0.852 0.402
C 0.207 -0.992 -0.804
Cl 1.780 -1.654 -1.102
H -1.543 0.360 1.444
H -2.385 -0.978 0.754
H -1.750 0.445 -0.411
H 0.186 -1.356 1.250
H -0.309 -0.447 -1.673
O 1.462 1.561 -1.792
B 1.636 1.535 -0.601
O 1.656 1.517 0.722
H 0.947 1.086 1.279
```

Values from the calculation:
- SMILES string: C/C=C/Cl.O=BO
- Energy above the lowest of the compared OMol25 structures with the same formula, charge and spin: 28.79 kcal/mol
- Strongest force on any atom: 2.6 eV Å⁻¹
- Charge: 0
- E_LUMO: 0.2379 eV
- E_tot: -753.474527 hartree
- HOMO level: -9.77 eV



C3H6BClO2 as an isolated structure in a non-equilibrium geometry. Source: the OMol25 dataset; level of theory: ωB97M-V/def2-TZVPD.

Geometry as XYZ:
```
13
Properties=species:S:1:pos:R:3
B -0.871 -0.811 0.251
C -0.456 1.838 0.317
C -0.178 0.594 0.075
C 1.559 0.270 -0.654
O -1.749 -1.117 1.311
O -0.618 -1.573 -0.868
Cl 2.541 -0.317 0.758
H 0.268 2.696 -0.096
H -1.397 2.077 0.779
H 1.671 -0.501 -1.541
H 1.940 1.302 -0.856
H -1.700 -1.991 1.659
H -1.010 -2.467 -1.133
```

Values from the calculation:
- Energy above the lowest of the compared OMol25 structures with the same formula, charge and spin: 45.19 kcal/mol
- Strongest force on any atom: 5.1 eV Å⁻¹
- Charge: 0
- E_LUMO: 0.3026 eV
- E_tot: -753.448401 hartree
- HOMO level: -9.67 eV